74
Properties=species:S:1:pos:R:3:lowdin_charge:R:1 method="wB97M-V/def2-TZVPD" homo_lumo_gap_ev=7.1 charge=0 multiplicity=1
H 5.961 0.775 0.124 0.126
B 4.395 -5.340 -2.418 -0.549
C 6.710 -1.228 -0.459 -0.105
C 0.850 -3.641 -1.174 -0.091
H 6.551 -7.545 -1.501 0.083
C -0.074 7.066 4.001 -0.233
O -4.180 6.502 3.902 0.117
C 3.654 -6.851 -0.694 -0.099
H 0.650 0.298 0.174 0.098
N 4.669 -6.626 -1.739 -0.112
C 3.018 -2.215 -0.567 -0.186
H -0.066 6.463 1.955 0.123
C -2.204 2.225 -0.576 -0.228
H -6.617 1.674 -1.354 0.138
C 0.540 2.425 0.097 -0.228
H 1.871 3.674 0.391 0.118
C -1.349 1.002 -0.323 -0.295
C -6.719 -1.813 -1.616 -0.310
O -9.225 1.382 -1.748 0.113
C -0.635 6.651 2.856 0.077
H -4.299 6.207 2.978 0.119
C 3.101 -3.438 -1.270 -0.170
H 5.967 -6.742 -0.061 0.085
C 0.776 -2.425 -0.446 -0.100
H 2.653 -6.701 -1.094 0.075
H 7.016 -0.831 -1.435 0.135
C -2.066 6.439 2.814 -0.308
O -0.273 7.676 6.240 0.105
H 6.616 -5.782 -1.398 0.069
C -8.415 0.478 -1.687 -0.307
H 3.740 -6.167 -4.020 0.114
H 6.451 -3.579 -1.682 0.115
O -5.897 -2.711 -1.582 0.111
H -0.064 -4.173 -1.409 0.110
C -0.885 7.317 5.251 -0.313
H -2.894 7.318 6.095 0.135
H 4.103 -0.564 0.251 0.116
O 1.802 2.698 0.393 0.116
H 1.345 7.575 5.075 0.120
O 0.235 4.731 -0.008 0.090
H 7.498 -1.905 -0.135 0.127
C -2.881 6.710 4.056 -0.236
C -1.706 3.468 -0.487 0.074
H -0.196 -2.059 -0.129 0.095
N 1.979 -4.146 -1.583 0.146
O 7.225 0.051 1.499 0.066
H -4.552 -1.271 -1.275 0.129
N 1.824 -1.706 -0.147 0.127
O -10.255 -0.996 -2.008 0.120
C 4.361 -3.948 -1.663 -0.022
O 1.222 7.290 4.148 0.119
C -8.944 -0.929 -1.840 -0.235
C 4.197 -1.496 -0.288 0.037
C -6.197 -0.409 -1.441 -0.214
O -1.896 -0.085 -0.415 0.090
O -4.882 -0.349 -1.254 0.084
H -8.511 -3.011 -1.917 0.136
O 4.154 -5.337 -3.757 0.188
H -3.555 0.972 -0.870 0.079
C 5.413 -1.969 -0.688 -0.194
C -0.315 3.650 -0.135 -0.308
H 3.728 -7.876 -0.329 0.086
H -10.580 -0.074 -1.995 0.121
C 0.047 1.182 0.007 0.075
C 6.617 -0.049 0.463 -0.272
O -2.670 6.050 1.831 0.101
H 3.777 -6.173 0.160 0.088
H -2.306 4.350 -0.658 0.133
C -2.320 7.122 5.200 0.073
C -8.141 -2.002 -1.806 0.075
C -6.990 0.666 -1.476 0.086
O -3.458 1.951 -0.884 0.105
C 6.020 -6.660 -1.148 -0.070
C 5.480 -3.212 -1.372 0.016